The following is a DFT calculation (ωB97M-V with the def2-TZVPD basis set) of a 2-piece molecular cluster, C3H10OS overall.

XYZ file:
```
15
C3H10OS, DFT ωB97M-V with the def2-TZVPD basis set
C 0.61542 -0.39197 -1.78902
C 0.08064 -1.31413 -0.72796
S 1.35244 -1.85878 0.44861
H 1.11353 0.48223 -1.35455
H 1.43961 -0.74990 -2.41968
H -0.14294 -0.05076 -2.49394
H -0.37441 -2.20052 -1.16527
H -0.64088 -0.79934 -0.10386
H 2.35885 -1.74811 -0.42638
C -1.22414 1.60181 1.46072
O -0.08024 0.79746 1.79229
H -2.01385 0.95168 1.08693
H -0.98902 2.26413 0.63096
H -1.49706 2.16878 2.34306
H 0.00207 0.84744 2.71810
```

Energy above the lowest of the compared OMol25 structures with the same formula, charge and spin   18.7 kcal per mole
LUMO   0.908 eV
Kohn-Sham gap   0.3494 Ha
Maximum force   1.84 eV/Å
SMILES string   CCS.CO

The following is a DFT calculation (ωB97M-V with the def2-TZVPD basis set) of one molecule with the formula C2H4BrN.

XYZ file:
```
8
C2H4BrN, DFT ωB97M-V with the def2-TZVPD basis set
H -1.36615 -1.21286 1.43379
N -0.41239 -0.92508 1.22988
C -0.38643 -0.24738 0.07216
C 0.80481 0.49276 -0.36878
Br -1.96287 0.02637 -1.05810
H 1.42179 -0.11946 -1.11660
H 1.40010 0.48615 0.55571
H 0.50114 1.49950 -0.74808
```

Energy above the lowest of the compared OMol25 structures with the same formula, charge and spin   5.1 kcal per mole
LUMO   0.787 eV
Kohn-Sham gap   0.4099 Ha
Maximum force   5.24 eV/Å
SMILES string   [H]/N=C(/C)Br

The following is a DFT calculation (ωB97M-V with the def2-TZVPD basis set) of one molecule with the formula C4H6N4.

XYZ file:
```
14
C4H6N4, DFT ωB97M-V with the def2-TZVPD basis set
C -2.95743 -1.35335 -0.17439
C -2.03471 -0.57730 0.02736
C -0.90411 0.23811 0.24543
N -1.07016 1.55264 0.06050
N -0.05926 2.39438 0.02408
N 0.40321 -0.35071 0.35660
N 1.57893 -0.11108 -0.28766
C 2.51228 -1.03833 -0.02527
H -3.79335 -2.10989 -0.29474
H 0.78078 2.14506 -0.59531
H -0.58018 3.52724 -0.02083
H 0.20428 -1.42515 0.27634
H 2.34151 -1.82070 0.69153
H 3.57821 -1.07093 -0.28363
```

Energy above the lowest of the compared OMol25 structures with the same formula, charge and spin   159.1 kcal per mole
LUMO   0.557 eV
Kohn-Sham gap   0.3052 Ha
Maximum force   5.69 eV/Å
SMILES string   C#C/C(=N/N)NN=C

The following is a DFT calculation (ωB97M-V with the def2-TZVPD basis set) of C3H3N3S2 as an isolated structure.

XYZ file:
```
11
C3H3N3S2, DFT ωB97M-V with the def2-TZVPD basis set
C -1.18338 0.40090 -0.12465
C 0.11076 -0.12477 -0.23985
C 1.15518 0.08656 -1.21453
H -3.03765 1.18049 1.01410
H -1.42921 1.36675 -0.66012
H 0.30665 -0.91236 1.99243
N 0.63921 -1.08729 0.70149
N 1.99195 -1.17145 0.50831
N 2.31786 -0.56282 -0.59855
S -2.29513 -0.19252 1.04824
S 1.42376 1.01651 -2.42687
```

Energy above the lowest of the compared OMol25 structures with the same formula, charge and spin   95.4 kcal per mole
LUMO   -1.600 eV
Kohn-Sham gap   0.2552 Ha
Maximum force   5.49 eV/Å